# 1
{"formula": "C55H42O3P3PdS", "method": "ωB97M-V with the def2-TZVPD basis set", "charge": 1, "e_lumo_ev": [-3.474, -4.560], "multiplicity": 3, "e_homo_ev": [-8.73, -10.72], "s_squared": 2.06, "symbols": ["Pd", "O", "S", "C", "C", "C", "C", "C", "C", "P", "C", "C", "C", "C", "C", "C", "C", "C", "C", "C", "C", "C", "C", "C", "C", "C", "C", "C", "P", "C", "C", "C", "C", "C", "C", "C", "C", "C", "C", "C", "C", "H", "H", "H", "H", "H", "H", "H", "H", "H", "H", "H", "H", "H", "H", "H", "H", "H", "H", "H", "H", "H", "H", "H", "H", "H", "H", "H", "H", "O", "C", "O", "C", "C", "C", "C", "C", "C", "P", "C", "C", "C", "C", "C", "C", "C", "C", "C", "C", "C", "C", "H", "H", "H", "H", "H", "H", "H", "H", "H", "H", "H", "H", "H", "H"], "coordinates": [[0.438, -0.331, -0.140], [3.619, -0.015, -0.745], [2.629, -0.992, -0.262], [2.577, -2.380, -1.391], [3.562, -3.362, -1.431], [3.518, -4.324, -2.424], [2.506, -4.303, -3.376], [1.540, -3.314, -3.340], [1.568, -2.335, -2.350], [0.391, -0.928, -2.385], [1.138, 0.221, -3.567], [1.753, 1.369, -3.085], [2.430, 2.217, -3.952], [2.495, 1.921, -5.303], [1.898, 0.762, -5.791], [1.232, -0.089, -4.927], [-1.081, -1.651, -3.118], [-1.587, -2.812, -2.530], [-2.689, -3.437, -3.091], [-3.302, -2.902, -4.215], [-2.816, -1.733, -4.785], [-1.706, -1.106, -4.239], [3.137, -1.625, 1.295], [4.433, -2.115, 1.437], [4.791, -2.709, 2.632], [3.861, -2.794, 3.659], [2.619, -2.190, 3.542], [2.248, -1.540, 2.363], [0.774, -0.419, 2.275], [0.057, -0.819, 3.906], [-0.904, -1.808, 4.098], [-1.232, -2.210, 5.385], [-0.601, -1.645, 6.485], [0.378, -0.682, 6.298], [0.711, -0.275, 5.013], [1.468, 1.263, 2.565], [0.609, 2.357, 2.799], [1.179, 3.621, 2.911], [2.545, 3.828, 2.793], [3.381, 2.749, 2.565], [2.841, 1.476, 2.459], [4.340, -3.410, -0.692], [4.271, -5.100, -2.446], [2.470, -5.063, -4.145], [0.746, -3.312, -4.076], [1.726, 1.597, -2.025], [2.910, 3.106, -3.564], [3.020, 2.583, -5.977], [1.965, 0.517, -6.842], [0.799, -1.002, -5.314], [-1.139, -3.216, -1.627], [-3.079, -4.338, -2.637], [-4.165, -3.393, -4.645], [-3.295, -1.313, -5.659], [-1.325, -0.202, -4.692], [5.152, -2.002, 0.640], [5.789, -3.105, 2.759], [4.121, -3.291, 4.584], [1.953, -2.197, 4.393], [-1.386, -2.266, 3.249], [-1.988, -2.971, 5.525], [-0.868, -1.959, 7.485], [0.883, -0.240, 7.147], [1.482, 0.471, 4.883], [-1.250, 1.286, 2.609], [0.522, 4.461, 3.109], [2.951, 4.826, 2.887], [4.451, 2.884, 2.478], [3.518, 0.645, 2.299], [-1.913, -0.794, 1.789], [-1.991, -1.665, 0.890], [-1.253, -2.651, 0.719], [-3.090, -1.314, -0.101], [-4.160, -2.151, -0.340], [-5.245, -1.692, -1.084], [-5.252, -0.400, -1.590], [-4.158, 0.429, -1.389], [-3.054, -0.033, -0.670], [-1.571, 0.936, -0.372], [-1.420, 2.166, -1.681], [-2.022, 2.115, -2.941], [-1.758, 3.097, -3.883], [-0.916, 4.158, -3.575], [-0.319, 4.230, -2.323], [-0.563, 3.238, -1.389], [-0.919, 2.268, 2.988], [-1.624, 3.329, 2.183], [-2.497, 4.217, 2.711], [-2.802, 4.223, 4.093], [-2.169, 3.278, 4.931], [-1.295, 2.363, 4.447], [-4.158, -3.146, 0.085], [-6.099, -2.338, -1.246], [-6.111, -0.033, -2.135], [-4.176, 1.438, -1.779], [-2.677, 1.295, -3.199], [-2.216, 3.037, -4.861], [-0.726, 4.929, -4.310], [0.344, 5.050, -2.081], [-0.060, 3.284, -0.430], [-1.403, 3.381, 1.127], [-2.968, 4.947, 2.063], [-3.503, 4.936, 4.499], [-2.390, 3.281, 5.991], [-0.846, 1.655, 5.124]], "forces_ev_per_angstrom": [[-0.4193, 0.1006, 0.1520], [-0.2230, -0.3421, 0.0935], [-0.0158, 0.5118, -0.3665], [0.1784, -0.0981, -0.0323], [-0.2140, 0.0161, -0.0411], [-0.0694, -0.0263, -0.0490], [0.0895, -0.0177, 0.0600], [-0.0514, -0.0175, 0.0119], [0.0113, 0.0710, -0.0473], [0.3443, 0.1649, 0.1856], [0.0255, -0.0935, -0.0495], [-0.0079, 0.1112, 0.1214], [-0.0404, 0.0031, 0.0268], [-0.0439, -0.0623, 0.0057], [0.0228, 0.0337, 0.0466], [0.0370, -0.0352, 0.0206], [-0.1225, 0.0141, 0.0089], [-0.0100, -0.0328, -0.0279], [-0.0101, 0.0095, 0.0138], [0.0152, 0.0247, -0.0065], [0.0268, -0.0035, 0.0439], [-0.0367, -0.0188, 0.0296], [0.1432, -0.1544, 0.1050], [-0.1097, 0.0129, 0.0897], [0.0247, 0.0051, 0.0451], [0.0173, 0.0208, -0.0395], [0.0886, -0.0052, 0.0220], [0.0541, 0.0244, 0.0526], [0.1495, 0.2226, -0.0603], [-0.1053, -0.1584, -0.0616], [0.0437, -0.1347, 0.0396], [0.0241, 0.0319, 0.0538], [-0.0429, -0.0344, -0.0215], [-0.0031, 0.0625, -0.0773], [-0.1729, 0.0602, 0.0738], [-0.1160, -0.0221, -0.0485], [-0.0413, -0.0294, 0.0157], [0.0350, 0.0360, 0.0756], [-0.0356, -0.0064, -0.0222], [-0.0075, -0.0340, 0.0275], [0.1503, 0.0116, -0.0151], [0.0809, 0.0395, 0.1103], [0.0046, -0.0067, -0.0098], [-0.0019, -0.0050, -0.0098], [0.0094, 0.0199, -0.0076], [-0.0209, -0.0100, -0.0484], [0.0028, 0.0100, 0.0067], [0.0089, 0.0031, -0.0130], [-0.0049, -0.0019, -0.0094], [-0.0293, -0.0203, -0.0032], [-0.0134, 0.0299, -0.0001], [0.0029, -0.0060, 0.0096], [-0.0044, -0.0115, -0.0099], [-0.0062, 0.0112, -0.0064], [0.0083, 0.0492, -0.0033], [0.0105, -0.0265, -0.1079], [0.0011, -0.0163, 0.0039], [0.0085, -0.0084, 0.0095], [0.0309, -0.0426, -0.0591], [0.0773, 0.0175, 0.0904], [0.0003, -0.0104, 0.0023], [-0.0010, -0.0071, 0.0046], [0.0123, 0.0040, 0.0013], [0.0476, 0.0579, -0.0090], [-0.0099, -0.0333, 0.0390], [0.0078, 0.0039, -0.0113], [0.0022, 0.0080, 0.0024], [0.0034, 0.0140, -0.0001], [-0.0747, 0.0790, -0.0033], [-0.0081, 0.1761, -0.0024], [-0.1159, 0.2783, -0.1916], [0.0132, -0.0844, -0.1070], [0.0830, -0.1820, 0.1517], [-0.2236, 0.0405, -0.0943], [0.1179, -0.0867, 0.0732], [0.1104, 0.0821, 0.0236], [-0.1591, -0.0037, -0.1066], [0.1730, 0.2828, 0.0257], [-0.0521, -0.7159, -0.1414], [0.0734, 0.2217, 0.1478], [0.0438, -0.0923, -0.0868], [0.0146, 0.0352, 0.0426], [-0.0179, -0.0031, -0.0017], [-0.0203, -0.0699, -0.0420], [0.0970, -0.0740, -0.0642], [0.0038, 0.0625, -0.0055], [0.1236, -0.1436, -0.0168], [-0.0865, 0.0644, 0.1370], [0.0799, -0.0825, -0.0474], [-0.0794, 0.1010, -0.0502], [0.0719, -0.0345, -0.1449], [-0.0137, -0.0172, 0.0059], [-0.0072, -0.0104, 0.0097], [-0.0112, 0.0055, -0.0080], [-0.0475, -0.0342, 0.0622], [0.0771, 0.0100, -0.0270], [-0.0104, 0.0010, -0.0109], [0.0075, -0.0003, -0.0133], [-0.0043, 0.0145, 0.0140], [-0.0046, -0.0152, 0.0160], [-0.0156, -0.0157, -0.0114], [-0.0045, -0.0013, -0.0109], [-0.0052, 0.0176, 0.0043], [-0.0023, -0.0032, 0.0099], [0.0637, -0.0856, 0.0377]], "mulliken_spin": [0.079, 0.009, 0.011, 0.003, -0.001, 0.000, 0.000, 0.000, -0.004, 0.020, -0.003, 0.001, 0.002, 0.000, 0.000, 0.000, 0.004, 0.012, -0.003, 0.000, 0.003, -0.010, 0.009, 0.000, 0.001, -0.001, 0.002, 0.000, 0.090, 0.005, 0.002, -0.003, 0.001, -0.003, 0.004, -0.006, 0.031, -0.017, 0.016, -0.005, 0.008, 0.000, 0.000, 0.000, 0.000, -0.004, 0.000, 0.000, 0.000, 0.000, 0.001, -0.001, 0.000, 0.000, -0.001, 0.000, 0.000, 0.000, 0.000, 0.000, 0.000, 0.000, 0.000, 0.000, 0.053, 0.014, 0.001, -0.001, 0.000, 0.013, 0.014, 0.007, 0.031, -0.027, 0.065, -0.029, 0.065, 0.059, 0.381, 0.030, 0.070, -0.016, 0.038, -0.012, 0.024, -0.152, 0.361, -0.096, 0.442, -0.138, 0.358, 0.002, 0.000, 0.001, 0.009, 0.007, 0.001, 0.002, 0.000, 0.030, 0.077, -0.005, 0.023, -0.004, 0.051]}



# 2
{"formula": "C55H44CsFN4O9PS", "method": "ωB97M-V with the def2-TZVPD basis set", "charge": -1, "e_lumo_ev": 1.945, "e_homo_ev": -5.27, "de_lowest_kcal_mol": 9.1, "symbols": ["Cs", "C", "C", "C", "C", "C", "C", "C", "F", "C", "C", "C", "O", "C", "C", "N", "C", "C", "O", "O", "H", "H", "H", "H", "H", "H", "H", "H", "H", "H", "H", "O", "C", "C", "C", "C", "C", "C", "C", "O", "N", "O", "O", "H", "H", "H", "H", "N", "C", "N", "C", "C", "C", "C", "C", "C", "S", "H", "H", "H", "H", "H", "H", "O", "C", "C", "C", "C", "C", "C", "C", "P", "C", "C", "C", "C", "C", "C", "C", "C", "C", "C", "C", "C", "H", "H", "H", "H", "H", "H", "H", "H", "H", "H", "H", "H", "H", "H", "H", "C", "C", "O", "C", "C", "C", "C", "C", "C", "H", "H", "H", "H", "H", "H", "H", "H"], "coordinates": [[-0.371, 0.256, 0.421], [-6.318, 4.639, 3.043], [-5.142, 5.563, 2.800], [-4.765, 6.327, 4.057], [-3.650, 7.306, 3.763], [-2.482, 6.605, 3.131], [-1.208, 7.117, 3.229], [-0.141, 6.452, 2.636], [1.086, 7.005, 2.758], [-0.298, 5.282, 1.956], [-1.584, 4.735, 1.852], [-1.740, 3.462, 1.097], [-0.748, 2.917, 0.613], [-3.091, 2.960, 1.023], [-4.085, 3.677, 1.619], [-3.947, 4.832, 2.306], [-2.668, 5.395, 2.430], [-3.581, 1.677, 0.336], [-4.773, 1.381, 0.484], [-2.697, 1.050, -0.308], [-7.106, 5.208, 3.539], [-6.036, 3.807, 3.691], [-6.744, 4.225, 2.132], [-5.419, 6.294, 2.029], [-4.463, 5.611, 4.827], [-5.651, 6.846, 4.428], [-3.319, 7.822, 4.666], [-4.026, 8.080, 3.084], [-1.022, 8.037, 3.769], [0.534, 4.773, 1.490], [-5.075, 3.254, 1.539], [0.665, -0.344, 2.718], [1.249, -1.076, 3.496], [1.978, -2.287, 3.144], [2.616, -2.915, 4.215], [3.321, -4.076, 4.020], [3.397, -4.669, 2.749], [2.767, -4.091, 1.689], [2.028, -2.848, 1.808], [1.484, -2.323, 0.812], [3.991, -4.712, 5.154], [3.952, -4.152, 6.240], [4.601, -5.754, 4.952], [1.224, -0.852, 4.581], [2.554, -2.482, 5.205], [3.946, -5.592, 2.630], [2.791, -4.550, 0.709], [-3.337, -1.546, -1.147], [-2.991, -2.531, -0.286], [-2.269, -2.332, 0.783], [-2.015, -3.553, 1.397], [-1.237, -3.698, 2.543], [-1.011, -4.963, 3.048], [-1.564, -6.093, 2.434], [-2.349, -5.959, 1.301], [-2.557, -4.685, 0.789], [-3.429, -4.180, -0.634], [-3.200, -0.562, -0.855], [-4.067, -1.746, -1.805], [-0.803, -2.820, 3.000], [-0.382, -5.080, 3.923], [-1.370, -7.078, 2.838], [-2.774, -6.831, 0.821], [-0.488, 1.940, -2.071], [0.583, 1.988, -2.406], [4.964, 5.851, -0.548], [3.823, 5.477, -1.237], [3.317, 4.188, -1.089], [3.941, 3.268, -0.254], [5.089, 3.660, 0.436], [5.599, 4.938, 0.291], [3.147, 1.628, -0.100], [4.437, 0.456, -0.637], [4.269, -0.890, -0.310], [5.170, -1.841, -0.763], [6.238, -1.470, -1.572], [6.396, -0.137, -1.922], [5.502, 0.820, -1.456], [3.183, 1.504, 1.728], [4.121, 0.818, 2.493], [4.083, 0.890, 3.880], [3.126, 1.673, 4.511], [2.182, 2.356, 3.756], [2.191, 2.248, 2.375], [5.359, 6.854, -0.653], [3.317, 6.180, -1.885], [2.422, 3.898, -1.625], [5.575, 2.956, 1.103], [6.486, 5.229, 0.839], [3.417, -1.209, 0.279], [5.026, -2.877, -0.484], [6.937, -2.215, -1.930], [7.217, 0.168, -2.558], [5.647, 1.859, -1.727], [4.880, 0.220, 2.009], [4.805, 0.336, 4.467], [3.106, 1.735, 5.592], [1.414, 2.944, 4.242], [1.423, 2.738, 1.780], [1.666, -2.762, -2.190], [0.836, -1.890, -3.080], [0.297, -0.871, -2.686], [0.680, -2.247, -4.533], [1.445, -3.261, -5.097], [1.324, -3.558, -6.450], [0.426, -2.845, -7.228], [-0.347, -1.837, -6.662], [-0.218, -1.533, -5.317], [1.494, -2.521, -1.146], [2.723, -2.602, -2.422], [1.452, -3.820, -2.356], [2.142, -3.811, -4.482], [1.928, -4.342, -6.887], [0.324, -3.074, -8.282], [-1.050, -1.286, -7.273], [-0.800, -0.748, -4.852]], "forces_ev_per_angstrom": [[0.9796, -1.3536, -0.7666], [-0.1669, -0.0589, 0.1256], [0.2920, -0.0715, -0.2736], [-0.1510, -0.1143, 0.1695], [0.0631, 0.1887, -0.0038], [0.1472, -0.1696, -0.1329], [-0.0201, 0.0214, 0.0147], [0.0780, 0.0857, 0.0563], [0.0361, -0.0002, -0.0129], [-0.1443, -0.0327, -0.0117], [0.1323, -0.0179, -0.1283], [-0.0127, -0.2262, -0.0668], [0.0058, 0.9550, 0.1953], [-0.5285, 0.3129, 0.2345], [0.2155, -0.0859, -0.0439], [0.0918, 0.2480, 0.1298], [-0.5666, -0.0248, 0.0603], [0.4370, -0.0158, -0.1197], [-0.1092, 0.0246, -0.0444], [-1.4443, 0.3300, -0.2824], [0.0156, 0.0010, 0.0069], [0.0093, 0.0168, 0.0161], [0.0375, 0.0232, -0.0409], [-0.0018, -0.0104, 0.0172], [0.0303, 0.0186, -0.0144], [0.0216, 0.0162, -0.0151], [-0.0307, -0.0289, 0.0221], [0.0143, -0.0088, -0.0006], [0.0004, 0.0072, 0.0049], [0.0081, 0.0037, -0.0062], [0.0086, 0.0101, -0.0138], [0.4072, -0.2288, 1.3979], [0.0250, -0.2470, -0.4800], [0.0414, 0.1203, 0.6766], [-0.1571, 0.1094, -0.3097], [0.3499, -0.4314, 0.7286], [-0.1007, -0.0811, -0.3596], [0.0342, 0.0699, 0.1982], [-0.1052, 0.0296, -0.1821], [0.0628, 0.0157, 0.3947], [0.0066, 0.4763, -0.6501], [-0.0774, -0.1246, 0.0699], [-0.1046, -0.0327, 0.1006], [0.0987, 0.0146, 0.0363], [0.0243, -0.0091, 0.0247], [0.0104, -0.0092, 0.0487], [0.0202, 0.0047, -0.0338], [-0.0126, -0.3699, 0.1452], [0.3888, 1.1442, 0.1389], [-0.3462, -0.6248, -0.2844], [0.2684, 0.6109, 0.1488], [-0.0288, -0.1232, 0.0062], [-0.0027, -0.0872, -0.0250], [0.0184, 0.1268, 0.0198], [0.0149, -0.0001, -0.0274], [-0.0638, -0.1751, -0.0505], [-0.1857, -0.5850, -0.1170], [-0.0498, 0.0077, 0.0620], [-0.0184, 0.0936, -0.0269], [0.0035, 0.0276, -0.0020], [-0.0054, -0.0233, 0.0015], [-0.0018, -0.0134, 0.0205], [-0.0064, 0.0025, -0.0224], [-0.0163, 0.1751, -0.3061], [0.0368, 0.1662, -0.2817], [0.0181, -0.0203, 0.0259], [-0.0063, -0.1031, 0.0423], [0.0317, 0.1310, -0.0568], [0.0518, 0.1337, -0.2346], [0.0003, -0.1256, 0.0649], [-0.0417, 0.0615, -0.0475], [-0.2236, -0.1649, 0.1934], [0.0873, 0.0835, 0.0076], [-0.0148, -0.0831, -0.0613], [0.0154, -0.0518, -0.0035], [-0.0546, 0.0721, 0.0217], [-0.0101, -0.0033, 0.0017], [0.1068, 0.0432, 0.0217], [-0.0179, 0.0956, 0.0975], [-0.0376, 0.0013, -0.0095], [-0.0475, 0.0363, -0.0382], [0.0064, -0.0305, 0.0558], [-0.1023, -0.0419, -0.0795], [0.1514, 0.0190, -0.0419], [0.0099, 0.0088, 0.0031], [0.0112, 0.0290, -0.0071], [-0.0096, -0.0298, 0.0019], [-0.0022, 0.0056, -0.0037], [0.0151, 0.0082, 0.0013], [-0.0379, 0.0310, 0.0286], [0.0068, -0.0027, -0.0036], [0.0163, -0.0144, -0.0040], [0.0085, -0.0134, 0.0000], [-0.0250, -0.0142, -0.0004], [0.0488, -0.0363, -0.0159], [0.0186, -0.0087, 0.0040], [-0.0017, 0.0065, 0.0034], [-0.0020, 0.0051, 0.0122], [0.0410, -0.0180, 0.0810], [-0.0017, -0.1040, -0.1678], [-0.3610, 0.5294, -0.1813], [0.2204, -0.3850, 0.1723], [0.2678, -0.2306, 0.2543], [-0.0672, -0.0034, -0.2509], [-0.0098, 0.0493, 0.1330], [-0.0227, 0.0053, -0.0378], [-0.0176, 0.0234, 0.0044], [-0.0004, -0.0392, -0.1104], [0.0065, 0.0361, 0.0639], [0.0112, 0.0267, -0.0018], [-0.0287, 0.0378, -0.0238], [0.0306, -0.0277, -0.0149], [-0.0030, -0.0051, -0.0213], [-0.0050, -0.0015, -0.0074], [-0.0010, -0.0046, -0.0160], [-0.0063, 0.0108, 0.0094]], "mulliken_charge": [0.860, -1.884, 0.602, -0.970, -1.070, 0.971, -0.770, -0.082, -0.383, -0.729, 1.222, 0.491, -0.316, -0.313, -0.278, 0.277, -1.288, 0.187, -0.880, -0.667, 0.439, 0.380, 0.513, 0.101, 0.318, 0.361, 0.435, 0.323, 0.505, 0.771, 0.690, -0.203, -1.329, 1.753, -0.412, -0.898, -0.514, -0.833, 0.476, -0.421, 1.021, -0.669, -0.684, 0.052, 0.495, 0.516, 0.603, -0.161, 0.381, -0.152, -0.612, -0.204, -0.438, -0.635, -0.444, 0.776, -0.389, 0.084, 0.244, 0.441, 0.399, 0.376, 0.382, -0.047, 0.015, -0.444, -0.637, -0.222, -0.183, -0.019, -0.742, 1.461, -0.163, -0.162, -0.656, -0.724, -0.630, -0.761, 0.670, -0.228, -0.475, -0.934, -0.396, -0.987, 0.365, 0.414, 0.296, 0.393, 0.403, 0.278, 0.540, 0.394, 0.388, 0.411, 0.436, 0.440, 0.371, 0.461, 0.410, -0.110, 0.545, -0.407, 0.442, -0.296, -0.785, -0.350, -0.575, -0.373, -0.479, 0.357, 0.451, 0.386, 0.374, 0.376, 0.388, 0.504]}